C85H196N10O15 | wB97M-V/def2-TZVPD

Geometry as XYZ:
```
306
Properties=species:S:1:pos:R:3:forces:R:3:lowdin_charge:R:1
O -2.32703 -5.28325 -2.43910 -1.7 0.1 2.3 -0.086
O -9.66512 -1.67803 -0.71394 -0.4 0.0 -0.1 -0.195
O -0.79118 -4.31885 -5.05402 0.5 0.3 0.2 -0.124
O 1.37726 1.75632 -4.10593 -0.3 0.3 0.0 -0.215
O 6.81056 3.33187 1.84492 2.1 -1.5 -0.2 -0.059
O -1.22809 -4.05659 3.12472 0.5 -1.2 -1.1 -0.146
O -0.32883 3.43950 4.11926 -0.4 1.0 -0.4 -0.110
O -0.79126 3.86746 -3.50783 -0.4 1.5 -0.5 -0.102
O -6.44688 0.78031 -3.57286 -0.3 -0.2 0.3 -0.060
O -0.98236 3.65550 1.32000 0.3 -1.0 1.0 -0.084
O 6.15822 -0.91965 5.95555 -0.4 0.1 -1.4 -0.052
O -1.43149 0.61533 1.60626 -0.6 0.3 -0.2 -0.078
O -6.11534 -2.86288 2.49973 -0.5 -1.9 -0.4 -0.175
O 5.84169 0.98081 0.16861 -0.9 0.7 -1.2 -0.070
O -1.73904 -5.37365 0.37215 -0.1 -0.7 0.7 -0.113
N -1.65220 4.91355 1.52566 -0.1 -0.8 0.2 -0.041
N -6.83914 -1.42665 -0.67552 0.7 0.9 2.6 0.074
N -3.01481 -5.30767 -3.66332 -1.3 0.7 0.5 -0.101
N 5.79728 4.06173 1.26501 -1.5 -0.3 0.9 -0.077
N -2.75067 -1.87979 3.22979 -0.1 0.3 0.1 0.049
N -1.02326 -0.54738 0.86762 0.9 0.8 -0.1 -0.046
N 5.28517 -1.76340 6.69709 1.0 -0.5 -0.4 -0.074
N 6.48621 -0.19055 0.56856 -0.4 -0.6 0.0 -0.097
N -5.76214 1.56490 -4.56411 0.5 -1.2 1.0 -0.052
N 4.66242 1.37920 -2.59779 1.5 0.1 -0.1 0.038
C -1.03818 -6.61610 0.10424 -1.0 0.5 0.3 -0.296
C 6.20997 -2.74508 7.33531 -2.8 -2.2 -0.1 -0.530
C -3.64534 3.83606 2.44951 0.6 0.4 0.4 -0.025
C -5.11925 2.73361 -3.92595 0.3 1.3 -1.8 -0.464
C -3.32370 -6.71238 -4.02093 0.8 0.0 -0.3 -0.531
C -3.71141 2.79490 -6.15620 -1.0 0.5 -1.1 -0.187
C -3.59271 4.14647 -0.01509 2.0 0.0 0.5 -0.026
C 0.36922 3.73210 5.32054 0.3 -1.0 0.3 -0.303
C 0.93703 -2.01740 0.43722 1.5 1.8 -0.8 -0.094
C -0.94676 -1.78933 -1.22889 -0.5 0.9 0.7 -0.127
C 0.47667 -0.74171 1.18192 -1.6 -0.6 -0.2 -0.455
C 5.24203 -3.59486 8.29771 1.3 -0.7 -1.3 -0.092
C -3.75879 -6.64628 -5.49421 -0.4 1.1 0.8 -0.103
C 8.44598 -1.64251 0.38579 -0.3 0.6 -2.1 -0.126
C -4.19697 -1.72460 3.39919 0.1 -0.3 -2.2 -0.365
C 6.25246 -2.48974 1.22023 0.4 -0.3 0.7 -0.148
C 3.89785 5.33839 2.10368 -1.1 -0.6 -1.8 -0.176
C -4.31059 -7.47016 -3.15989 -1.3 -1.1 0.1 -0.032
C 0.94980 1.71042 -5.45773 -2.2 0.9 0.5 -0.095
C 0.61018 -1.00244 2.67096 -1.7 1.0 -0.3 -0.022
C 2.78963 1.66362 -4.01182 -1.0 -0.2 -2.3 -0.219
C 0.17575 -4.05104 -4.01738 -0.3 0.5 -0.6 -0.300
C -4.63245 3.53895 -5.21662 0.1 0.5 1.6 -0.135
C 4.46037 -0.85907 1.79259 -0.4 -0.7 -1.5 -0.031
C -0.37897 5.09128 -4.19454 1.1 -0.6 0.0 -0.294
C 1.24212 2.48786 5.62124 -0.4 1.4 1.8 -0.076
C -7.04725 0.93804 -0.04843 0.2 0.1 0.8 -0.065
C 6.37999 5.12216 0.46959 -1.1 2.0 -1.2 -0.449
C 3.21603 -2.97101 6.82036 -0.2 -1.3 1.8 -0.131
C 5.14470 6.14163 0.09747 2.1 0.0 1.2 -0.082
C 4.39289 6.57627 1.39171 0.5 -0.1 -1.1 -0.173
C -3.74344 6.17777 1.49160 1.9 0.6 0.1 -0.117
C -6.18550 3.63868 -3.29000 -0.7 -0.3 -0.9 -0.033
C -4.96569 -5.65205 -5.66026 1.6 -0.2 -1.3 -0.146
C -6.42889 -4.21844 2.13985 -1.1 0.1 -0.4 -0.109
C 4.17019 3.09606 2.90869 1.1 -0.3 0.5 -0.015
C -10.81761 -1.63012 -1.53439 -0.2 -1.2 -1.1 -0.127
C -4.14341 -4.27503 -3.70909 0.1 0.1 0.2 -0.480
C 7.45212 -2.78511 0.30361 -0.2 -0.9 1.1 -0.173
C -1.98251 -7.43946 -3.87338 -0.5 0.7 -1.1 -0.018
C -0.75926 5.30769 -0.75986 0.8 1.6 -1.8 -0.031
C -3.15969 4.74225 1.30670 1.0 1.0 1.7 -0.454
C -4.60272 -4.25018 -5.14648 1.2 0.1 -1.3 -0.131
C 0.48341 6.07986 1.26807 0.8 -0.7 0.1 -0.042
C -4.72683 -2.85696 2.54003 0.7 1.1 0.0 -0.263
C 0.53622 -5.49894 4.04431 -0.2 0.4 0.4 -0.082
C -5.35726 -4.46088 -2.84002 -1.1 -0.6 2.1 -0.033
C -2.93410 -0.50087 -0.69614 0.1 1.9 1.4 -0.039
C 0.41256 -6.28768 0.00485 0.8 0.2 -1.4 -0.074
C 7.70074 -0.30073 -1.67849 -1.9 0.6 -0.2 -0.031
C 7.77982 -0.31381 -0.14425 0.7 -1.1 0.3 -0.489
C 3.25396 1.78660 -2.62500 1.0 -1.6 0.8 -0.442
C 8.64481 0.85454 0.37070 -2.2 1.3 -0.3 -0.023
C -4.79940 -0.45041 2.80779 -1.1 -0.3 0.1 -0.039
C 5.48824 -1.29267 0.72265 -1.0 0.6 -1.0 -0.478
C -0.91890 0.81029 -1.41221 -0.8 -0.7 -0.1 0.008
C 5.80391 4.95309 3.62153 0.7 0.0 1.5 -0.035
C 7.03420 4.57329 -0.85109 0.2 0.2 1.5 -0.017
C 1.20071 0.53180 0.88765 1.4 -0.6 -0.1 -0.016
C -0.88645 5.80287 0.65134 -1.2 1.1 0.8 -0.551
C -1.57303 5.72705 -4.87071 -0.4 1.4 0.4 -0.089
C -0.62642 -4.52142 4.31788 -0.1 -0.3 -1.0 -0.303
C -3.94592 2.53361 -2.94173 -1.1 -0.7 0.6 -0.016
C -4.44267 1.52598 -6.61738 0.7 0.1 0.5 -0.137
C 7.56850 5.87459 1.10421 -0.7 0.0 0.7 -0.040
C 0.53978 -1.96781 -1.02944 0.4 -0.7 -0.6 -0.184
C 6.97146 -3.64059 6.33577 -0.2 0.3 -0.7 -0.024
C 4.98491 4.35850 2.50610 -1.3 0.5 -1.3 -0.493
C 4.64055 -1.59250 -0.56872 0.1 1.3 -0.3 -0.016
C -3.58785 -2.96485 -3.16807 1.1 -0.3 -2.7 -0.040
C 1.06257 -2.81256 -4.35854 -1.2 -0.2 0.1 -0.082
C -7.69973 -0.41708 0.00963 0.5 -1.7 -0.7 -0.386
C -3.62911 0.11035 -4.81732 -0.1 -2.7 -0.2 -0.043
C -9.07890 -0.41028 -0.68448 1.1 1.2 -1.3 -0.235
C 7.12900 -1.95656 8.16505 2.3 -0.1 0.9 -0.068
C -3.06057 7.23173 0.58057 0.5 -1.4 0.7 -0.164
C -5.74577 -0.48104 -5.97515 -0.7 0.8 -0.1 -0.034
C 3.18882 3.14388 -2.00004 -1.8 1.4 -0.5 -0.027
C -1.40760 -0.43315 -0.58288 0.0 -1.0 -0.7 -0.446
C -4.90558 0.66189 -5.42216 -0.3 1.4 -0.4 -0.497
C 4.29178 -3.02558 4.67316 1.7 -1.0 -0.4 -0.034
C 3.36354 -0.90770 5.51819 -1.6 0.0 -0.9 -0.024
C 4.10741 -2.20766 5.89414 0.5 1.9 0.8 -0.548
C 3.96580 -4.15945 7.56987 -0.5 2.8 0.8 -0.132
C -1.53472 7.17022 0.75134 -1.5 0.6 1.3 -0.144
H 6.77927 4.46120 3.80766 -0.5 0.4 -0.5 0.098
H 5.59594 -3.36697 1.43009 0.3 0.6 -0.5 0.133
H -5.24030 1.83485 -7.30486 -0.1 -0.4 0.3 0.128
H 1.02285 2.70682 -5.95448 0.6 -0.7 0.1 0.096
H 4.46041 5.65556 -0.57106 -0.3 -0.5 -0.4 0.080
H -3.22187 -3.23420 -2.22923 0.8 0.3 1.6 0.051
H 3.16792 5.46694 2.90477 0.3 0.4 0.2 0.117
H -4.36156 -3.80047 2.92597 0.3 -0.3 -0.1 0.116
H 7.30827 -2.99553 5.50014 0.0 -0.5 0.3 0.081
H -5.89993 -0.46609 2.96675 0.6 0.1 -0.1 0.091
H -2.79491 -2.63879 -3.86225 0.2 0.0 0.6 0.096
H -3.39928 2.80266 2.31080 0.4 -0.6 -0.3 0.062
H -3.59290 6.60199 2.51541 -0.3 -0.9 -0.4 0.131
H -5.35318 -7.36506 -3.56135 0.8 0.1 0.8 0.090
H -5.25770 -0.93603 -6.83208 0.4 -0.3 0.1 0.084
H -1.36767 -5.02967 4.94712 0.1 0.2 0.1 0.111
H -5.84806 -5.94943 -5.15254 -0.8 -0.8 0.4 0.074
H 8.34348 1.07162 1.41338 0.2 -0.2 -0.4 0.094
H 7.68099 5.32971 -1.29226 0.0 0.2 0.1 0.081
H -7.02310 -1.38958 -1.62591 -0.4 -0.6 -2.1 0.023
H -0.35067 3.98492 6.13340 0.4 -0.6 -0.3 0.119
H 0.85180 -5.81611 5.03719 0.6 0.2 0.1 0.065
H 0.38865 4.85009 -4.96310 -0.4 -0.1 0.3 0.104
H 2.75207 1.02229 -2.03725 -0.6 0.1 0.2 0.118
H -3.32087 4.08781 3.47886 0.1 0.3 -0.7 0.094
H 7.94949 -1.50968 7.55944 -0.6 -0.1 0.5 0.097
H -4.24974 -7.29749 -2.07023 -0.2 0.5 -0.5 0.088
H 0.52868 -2.90198 0.86343 -0.4 -0.7 0.8 0.103
H 7.63320 -2.63160 8.91155 -0.5 0.6 -0.5 0.106
H -1.56185 -2.59148 -0.75609 0.8 0.3 0.1 0.122
H -2.99372 -5.34086 -1.64192 1.6 0.1 -1.9 0.137
H -2.02993 5.04655 -5.57039 -0.2 -0.4 -0.1 0.042
H 7.43837 6.30201 2.10726 -0.1 -0.6 -0.1 0.072
H -1.32688 7.49186 1.80673 -0.2 0.1 -0.8 0.130
H 6.37231 4.26732 -1.61856 -1.0 -0.5 -0.5 0.045
H 3.72959 -0.14516 1.41020 0.2 -0.3 -0.2 0.054
H -4.77277 6.18019 1.24160 -1.2 -0.2 0.1 0.101
H -6.55399 3.26187 -2.36502 0.0 -0.4 0.9 0.050
H -11.44963 -0.79101 -1.20516 -0.2 -0.4 -0.3 0.083
H -3.23236 -0.64780 -5.54683 -0.4 0.4 0.6 0.114
H -3.73374 0.85826 -7.10718 -0.1 0.2 -0.6 0.114
H -7.51327 -4.26672 2.04428 0.0 0.1 -0.8 0.086
H -7.55599 1.62312 0.59618 -0.6 0.6 0.4 0.075
H -4.34685 -2.64191 1.51136 0.1 -0.6 0.5 0.137
H -2.83991 0.79155 -4.71991 0.9 1.1 0.2 0.033
H 5.82056 -4.44185 8.74092 -0.2 0.5 -0.5 0.119
H -0.84903 4.22957 3.87484 0.1 -0.4 0.0 0.074
H -0.16312 1.53650 -5.45926 1.0 -0.1 0.2 0.098
H 0.50954 -1.86538 -4.17177 0.2 -0.5 -0.2 0.064
H -3.29072 -1.44452 -0.32507 -0.3 -0.4 0.0 0.063
H 4.83918 2.24999 3.18867 -0.5 0.6 0.2 0.092
H -1.06672 7.86910 0.08401 0.4 0.3 -0.3 0.113
H -3.77385 -3.86145 -5.77112 -0.2 -0.1 0.2 0.131
H -1.55447 -4.67584 -4.55082 -0.2 0.0 -0.6 0.013
H -4.70003 3.88657 2.44734 -1.4 0.0 0.1 0.067
H 3.20775 3.17718 -0.90143 0.6 -0.2 -0.4 0.086
H 3.80738 -0.11983 4.83020 0.0 -1.4 0.8 0.095
H -5.83047 -3.48081 -2.54546 0.4 -0.9 -0.7 0.093
H 4.88338 -3.93779 4.84081 -0.1 0.4 -0.1 0.083
H -2.76140 2.58875 -5.69417 0.5 -0.1 0.1 0.082
H 3.35537 -4.57955 8.34697 -0.8 0.2 0.6 0.090
H 5.92040 6.03952 3.52701 0.2 -0.3 -0.2 0.070
H -1.08458 1.48024 1.25590 -0.4 -1.1 -0.1 0.060
H 0.83812 -4.92115 -3.94923 -0.1 0.0 0.4 0.106
H -11.34504 -2.62994 -1.47636 0.5 1.2 0.3 0.099
H -10.56463 -1.51777 -2.64992 -0.1 0.2 1.5 0.105
H 7.69312 6.73465 0.49276 0.6 0.7 -0.8 0.064
H 3.34672 -3.36212 4.34147 -1.2 -0.3 -0.5 0.069
H 2.11515 2.36705 4.98095 -0.3 0.1 -0.3 0.040
H -1.52464 0.81136 -2.34041 0.2 0.0 0.4 0.072
H 2.98590 -0.39450 6.41575 0.4 -0.1 -0.2 0.084
H -1.25366 -1.86484 -2.28457 0.3 0.5 0.2 0.102
H -3.17619 -0.33341 -1.73504 -0.4 -0.2 -0.2 0.051
H 6.42303 -4.48580 5.90579 -0.2 0.3 0.2 0.069
H 3.06179 0.68373 -4.45972 0.1 0.2 0.5 0.133
H 1.00676 4.60418 5.24748 0.3 0.4 -0.4 0.098
H 0.28733 -6.44600 3.58792 -0.6 -0.1 -0.6 0.059
H 2.90670 -2.30070 7.61828 -0.3 0.2 0.0 0.115
H 0.51877 6.43847 2.32948 -0.5 -0.7 -0.7 0.106
H 5.16290 2.21290 -2.89711 0.5 -0.3 0.1 0.074
H -2.89925 -6.25694 -6.04621 -0.1 0.2 -0.1 0.119
H -5.40471 -3.52750 -5.24520 -0.4 0.0 -0.1 0.109
H -1.21722 1.72132 -0.87298 0.6 0.0 -0.2 0.077
H 5.58241 7.02777 -0.44190 -0.4 -0.8 0.5 0.124
H 9.38382 -1.89161 -0.19230 -0.9 0.5 0.6 0.138
H 2.31431 -3.29593 6.25446 0.5 0.0 0.5 0.120
H -0.09190 3.21568 -3.51324 0.6 -0.2 -0.1 0.031
H 3.94299 3.76890 -2.49713 0.2 0.0 0.6 0.081
H 3.99417 -4.98954 6.92946 1.3 -1.1 -1.2 0.078
H -3.13447 3.16942 -0.06622 0.2 -0.4 -0.3 0.074
H 0.49751 -5.44376 -0.70107 -0.1 0.0 0.4 0.075
H -6.27477 -4.92380 2.94766 0.7 0.0 0.5 0.078
H -3.18308 4.74178 -0.81651 -0.6 0.0 -0.3 0.053
H -0.41430 3.49438 2.12200 -0.9 0.4 -0.7 0.088
H 6.45024 -1.41106 5.14287 -0.4 0.5 0.9 0.093
H 7.90686 -3.72705 0.64543 0.1 0.2 -0.1 0.112
H 5.06345 -2.93283 9.15565 -0.8 -0.1 -0.4 0.111
H -1.81526 -7.55491 -2.82678 0.7 0.1 0.6 0.053
H 4.04684 -2.49347 -0.46127 0.2 -0.4 0.0 0.076
H -0.19024 -3.66868 4.81771 0.0 0.3 0.7 0.092
H 3.56393 2.71698 2.09769 0.0 0.1 -0.6 0.065
H 1.29732 -2.87667 -5.43414 0.2 0.1 0.5 0.074
H 3.58749 7.24421 1.09427 -0.3 0.0 0.1 0.099
H 0.11133 0.78373 -1.79597 -0.2 0.2 0.7 0.064
H -0.46521 -3.92872 -3.12719 1.0 0.0 0.2 0.082
H 5.07658 7.16507 1.97821 0.3 0.3 0.5 0.091
H -4.20771 4.51726 -4.89201 -0.1 -0.7 -0.1 0.107
H -3.44411 8.18430 0.89416 -0.1 0.7 -0.1 0.101
H -1.54568 -5.08565 1.29228 -0.1 -0.1 -0.4 0.057
H -2.30390 -1.45340 4.01713 0.6 0.5 0.2 0.093
H 9.67432 0.63173 0.37315 1.3 -0.2 -0.3 0.066
H -4.29074 2.07263 -1.97500 0.3 0.4 -0.8 0.089
H -0.21224 -1.64824 2.89864 -0.4 -0.5 0.7 0.054
H 5.30017 4.83573 4.58235 -0.4 -0.1 0.0 0.085
H 8.69287 -1.36683 1.38243 0.4 -0.4 1.1 0.100
H 6.61778 -2.17745 2.22420 0.1 -0.3 -0.4 0.121
H 1.65510 2.70713 6.65427 -0.4 -0.8 -0.9 0.095
H 1.14454 -1.20914 -1.56478 -0.4 -0.2 0.1 0.106
H -7.74196 -0.76194 1.05070 -0.4 0.2 -0.1 0.135
H 4.71520 -2.45257 3.87522 0.5 0.2 -0.5 0.044
H 7.86139 -4.09462 6.73751 0.4 0.1 0.5 0.077
H -3.42229 3.46252 -2.71964 -0.3 0.1 0.0 0.072
H -1.48768 -6.99576 -0.80155 0.3 0.3 -0.7 0.071
H -1.94177 -3.36748 3.16938 0.2 0.1 0.8 0.020
H -1.30281 6.63932 -5.48120 0.0 -0.9 0.8 0.095
H -9.72148 0.35174 -0.19763 -0.1 -0.3 -0.3 0.129
H 2.07307 -2.03882 0.51903 -1.3 -0.2 0.0 0.115
H -0.34204 4.33056 -0.88311 0.3 -0.5 0.2 0.069
H -3.94072 -7.62852 -5.91672 -0.4 -0.2 0.2 0.118
H 1.36612 -5.04845 3.47590 -0.3 0.0 0.3 0.068
H 1.04131 -7.04292 -0.47269 -0.2 -0.4 0.3 0.077
H 4.97897 -0.32635 2.52562 0.8 0.5 1.7 0.061
H 7.25131 0.68552 -2.01160 0.5 -1.1 0.2 0.084
H 1.08538 5.17463 1.12915 0.3 0.3 0.3 0.074
H -6.02081 0.96310 0.30344 0.2 -0.5 0.1 0.061
H -2.34174 6.04692 -4.10733 0.7 -0.4 -0.8 0.088
H -3.71297 -0.45794 -3.86920 -0.3 0.6 -0.5 0.060
H -4.41113 0.40597 3.26888 0.5 1.4 1.0 0.050
H -3.40260 0.30817 -0.06233 0.3 -0.7 -0.8 0.085
H -4.29514 -2.16531 -3.10636 -0.7 0.1 0.1 0.061
H -5.13900 -4.90765 -1.84553 0.1 0.1 -0.4 0.089
H 6.83211 2.49311 1.36988 -0.3 -0.2 -0.2 0.056
H -4.41687 -1.88385 4.44541 -0.3 0.2 0.3 0.146
H 0.75712 -2.92210 -1.50769 0.5 -0.1 0.1 0.088
H -5.91321 -1.19542 -5.17625 -0.4 -0.3 -0.2 0.064
H 4.99035 0.61541 -3.22264 -0.9 0.6 0.5 0.104
H -3.35411 7.06275 -0.43394 -0.1 0.0 -0.9 0.094
H 2.23020 3.66425 -2.27659 0.6 -0.6 0.2 0.092
H 3.44637 3.37163 3.70272 0.7 -0.2 -0.1 0.069
H 8.64407 -0.41081 -2.15730 1.1 0.1 -0.1 0.069
H -0.05569 6.04901 -1.21698 -0.3 -0.7 0.0 0.099
H 2.01197 0.57738 1.60656 0.2 0.4 -0.1 0.067
H -8.90096 -0.08134 -1.80663 -0.2 -0.2 1.9 0.156
H -1.21129 -6.85001 -4.42352 -0.2 -0.8 0.6 0.104
H 0.55695 -0.07808 3.25636 -0.1 -0.2 -0.1 0.094
H -5.75081 4.60556 -3.14611 0.4 0.7 0.4 0.072
H 8.40355 1.78272 -0.22432 0.6 -0.9 0.6 0.079
H 0.59438 1.60372 5.60010 0.4 0.1 0.2 0.073
H 0.15807 5.81108 -3.51920 -0.7 -0.7 -0.2 0.104
H -5.15962 -5.69756 -6.75446 -0.3 0.6 0.7 0.120
H 6.56340 -1.18208 8.66425 0.1 0.3 0.2 0.090
H -2.38986 -1.46056 2.36583 -0.1 0.1 0.3 0.073
H 0.92658 6.90720 0.71803 0.3 -0.1 -0.3 0.081
H 7.09447 -1.13559 -2.09444 0.2 0.6 0.4 0.070
H -6.88458 -2.34445 -0.24687 -0.3 0.2 -0.5 0.065
H -5.55913 3.76819 -5.71239 -0.4 0.2 -0.5 0.108
H -5.85235 -4.61331 1.24380 -0.8 0.7 0.8 0.107
H -2.17190 -8.42794 -4.25141 0.5 -0.5 -0.6 0.081
H -4.08299 -8.56146 -3.22039 -0.1 0.7 -0.2 0.094
H -7.04147 1.37449 -1.01431 -0.1 0.3 -1.2 0.040
H 3.94073 -1.76440 2.15820 0.2 0.6 0.0 0.081
H -1.30225 -7.43546 0.78140 0.2 0.4 0.7 0.112
H 2.44213 -1.32528 5.01139 0.7 0.8 0.3 0.081
H -3.22051 1.87629 -3.37056 0.4 -0.2 0.0 0.025
H -5.89400 0.46893 -2.82022 0.4 0.5 -0.7 0.082
H 0.86255 -5.99316 0.94332 0.0 0.0 0.3 0.059
H 7.10584 -2.98223 -0.71363 0.1 0.2 -0.1 0.106
H 5.23005 -1.58051 -1.50611 -0.3 -0.4 0.6 0.063
H -4.63528 4.00479 -0.04667 -1.4 0.1 -0.2 0.081
H 1.41043 0.89004 -5.96930 0.5 -0.3 -0.6 0.080
H 7.68633 3.75309 -0.54622 -0.1 -0.1 -0.2 0.059
H 3.31330 4.78865 1.30454 0.4 0.4 0.7 0.111
H 5.44391 0.90236 -0.76928 0.7 0.1 1.3 0.082
H -6.11096 -5.10249 -3.27652 -0.3 -0.1 -0.1 0.071
H -3.55454 3.44437 -7.06365 0.2 -0.6 0.8 0.128
H 1.96420 -2.78285 -3.73236 -0.1 -0.1 -0.3 0.061
H 0.57473 1.37030 1.07152 -0.2 0.8 0.0 0.063
H -6.67760 -0.06369 -6.40918 0.2 -0.3 0.7 0.102
H -4.61870 -0.26163 1.74006 0.1 -0.8 0.2 0.061
H -1.62772 5.33201 -1.44000 0.2 0.2 0.7 0.071
H 1.50622 -1.49093 2.89855 1.5 -0.8 0.2 0.049
H 3.86686 -0.79744 -0.71270 0.6 -0.3 0.2 0.067
H 3.22863 2.39826 -4.70863 0.2 0.2 0.4 0.141
H 1.60581 0.56359 -0.10520 0.2 0.2 -0.6 0.062
H 8.43453 5.21940 1.04830 0.2 0.2 0.3 0.084
H -7.10499 3.82189 -3.88966 0.8 -0.5 -0.1 0.102
```
Positions in Å, forces in eV/Å.

Relative energy (zero: lowest compared OMol25 entry of this formula, charge and spin)   267.4 kJ/mol
HOMO level   -8.2413 eV
HOMO-LUMO gap   8.65 eV
LUMO energy   0.41 eV
E   -5031.88280 Eh